[1]
10
Properties=species:S:1:pos:R:3:lowdin_charge:R:1 method="wB97M-V/def2-TZVPD" energy_ha=-3211.382341 orbital_gap_ev=10.53 homo_ev=-9.789 lumo_energy_ev=0.7 relative_energy_kcal_mol=21.29 multiplicity=1
N 0.59 -0.02 -0.67 -0.420
Si 0.06 1.15 0.50 0.505
Si -0.28 -1.37 -1.25 -0.009
Br 0.66 -1.93 -3.16 0.250
H 1.56 0.01 -0.91 0.010
H -1.22 1.67 0.02 -0.081
H 1.11 2.17 0.52 -0.081
H -0.11 0.49 1.79 -0.086
H -0.02 -2.95 -0.23 -0.009
H -1.68 -1.10 -1.45 -0.081

***

[2]
72
Properties=species:S:1:pos:R:3:lowdin_charge:R:1 method="wB97M-V/def2-TZVPD" energy_ha=-4143.007219 orbital_gap_ev=9.00 charge=+2 homo_ev=-14.694 lumo_energy_ev=-5.7 relative_energy_kcal_mol=6.04 multiplicity=1
Ga 0.04 -0.28 -0.02 0.413
B -2.48 0.21 -1.87 -0.362
N -2.72 -0.49 -0.49 -0.032
C -3.89 -0.87 0.04 -0.023
C -3.66 -1.62 1.18 -0.003
C -2.29 -1.67 1.30 -0.091
N -1.72 -1.00 0.28 -0.002
N -1.56 1.45 -1.65 -0.031
C -1.64 2.66 -2.21 -0.025
C -0.51 3.40 -1.87 -0.008
C 0.23 2.55 -1.07 -0.093
N -0.41 1.38 -0.94 -0.004
H -1.89 -0.57 -2.58 0.053
H -3.53 0.57 -2.31 0.093
H -4.82 -0.58 -0.43 0.143
H -4.39 -2.06 1.84 0.117
H -1.68 -2.13 2.06 0.116
H -2.49 2.92 -2.82 0.143
H -0.28 4.41 -2.17 0.115
H 1.18 2.72 -0.57 0.103
O 0.07 -0.52 2.68 -0.091
N -0.22 0.76 2.21 -0.012
C 0.63 1.66 2.50 -0.086
C 1.96 1.37 3.07 -0.229
C 2.42 1.98 4.22 0.005
C 3.69 1.70 4.70 -0.022
C 4.51 0.81 4.01 -0.024
C 4.07 0.22 2.84 -0.045
C 2.79 0.48 2.35 -0.286
P 2.35 -0.20 0.71 1.138
C 2.95 -1.90 0.65 -0.356
C 4.27 -2.19 0.31 -0.083
C 4.71 -3.51 0.32 -0.043
C 3.84 -4.53 0.67 -0.047
C 2.52 -4.24 1.01 -0.058
C 2.08 -2.93 0.99 -0.100
C 3.31 0.79 -0.46 -0.349
C 3.57 0.31 -1.74 -0.087
C 4.23 1.10 -2.66 -0.044
C 4.62 2.38 -2.32 -0.039
C 4.37 2.88 -1.05 -0.045
C 3.71 2.09 -0.12 -0.086
H 0.78 -0.47 3.34 0.114
H 0.36 2.67 2.18 0.149
H 1.78 2.68 4.76 0.134
H 4.04 2.16 5.61 0.126
H 5.50 0.59 4.39 0.125
H 4.72 -0.46 2.31 0.111
H 4.95 -1.40 0.02 0.115
H 5.73 -3.74 0.05 0.121
H 4.18 -5.56 0.68 0.122
H 1.84 -5.04 1.29 0.119
H 1.05 -2.71 1.26 0.091
H 3.26 -0.70 -2.00 0.078
H 4.44 0.71 -3.65 0.118
H 5.14 3.00 -3.04 0.122
H 4.68 3.88 -0.78 0.121
H 3.53 2.48 0.88 0.111
C -0.78 -3.45 -2.49 -0.132
P 0.57 -2.30 -2.66 0.646
C 0.40 -1.38 -4.17 -0.133
C 2.07 -3.27 -2.78 -0.134
O 0.68 -1.37 -1.45 -0.358
H -0.83 -4.09 -3.37 0.080
H -1.72 -2.90 -2.39 0.056
H -0.62 -4.07 -1.61 0.072
H 0.53 -2.05 -5.02 0.079
H 1.17 -0.61 -4.19 0.069
H -0.58 -0.91 -4.22 0.052
H 1.98 -3.98 -3.60 0.080
H 2.24 -3.80 -1.84 0.053
H 2.91 -2.60 -2.97 0.059

***

[3]
53
Properties=species:S:1:pos:R:3:lowdin_charge:R:1 method="wB97M-V/def2-TZVPD" energy_ha=-13530.357416 orbital_gap_ev=6.63 charge=+1 homo_ev=-9.857 lumo_energy_ev=-3.2 relative_energy_kcal_mol=0.00 multiplicity=1
Ta 0.31 0.01 -0.26 0.535
C 2.72 3.09 0.19 -0.278
P 0.97 2.60 0.06 0.677
C 0.33 3.76 -1.21 -0.242
C 0.23 3.25 1.61 -0.403
C -1.22 2.77 1.71 -0.391
P -1.32 0.93 1.65 0.756
C -1.08 0.45 3.39 -0.280
C -3.12 0.71 1.52 -0.244
H 2.79 4.15 0.45 0.060
H 3.22 2.91 -0.76 0.024
H 3.21 2.50 0.96 0.015
H 0.51 4.79 -0.92 0.057
H -0.74 3.60 -1.35 0.041
H 0.85 3.57 -2.15 0.039
H 0.30 4.33 1.62 0.096
H 0.83 2.86 2.43 0.072
H -1.81 3.14 0.88 0.082
H -1.69 3.12 2.64 0.098
H -1.85 0.93 4.00 0.055
H -0.09 0.74 3.75 0.013
H -1.17 -0.63 3.48 0.033
H -3.60 1.16 2.39 0.058
H -3.36 -0.35 1.50 0.054
H -3.51 1.19 0.62 0.041
Se -0.31 -2.35 0.17 0.127
Se 1.46 -3.44 1.31 -0.004
Se 1.67 -1.94 3.05 0.005
Se 2.00 0.00 1.79 -0.014
C -0.65 0.96 -3.34 -0.098
O -0.62 -0.18 -2.47 -0.392
C -1.40 -0.02 -1.27 -0.554
C -2.85 -0.26 -1.53 -0.095
H -0.63 0.61 -4.37 0.087
H 0.21 1.60 -3.15 0.041
H -1.57 1.53 -3.19 0.095
H -3.36 0.64 -1.90 0.086
H -3.37 -0.60 -0.65 0.051
H -2.94 -1.03 -2.30 0.096
C 2.40 -3.12 -2.27 -0.253
As 2.63 -1.38 -3.04 0.810
C 1.47 -1.31 -4.59 -0.229
C 4.46 -1.26 -3.63 -0.243
S 2.38 0.33 -1.76 0.187
H 2.72 -3.84 -3.02 0.053
H 1.36 -3.28 -2.01 -0.012
H 3.01 -3.22 -1.37 0.022
H 1.79 -2.06 -5.31 0.051
H 1.53 -0.32 -5.04 0.044
H 0.46 -1.52 -4.25 0.034
H 4.66 -2.05 -4.35 0.048
H 5.10 -1.39 -2.76 0.048
H 4.63 -0.29 -4.07 0.043

***

[4]
141
Properties=species:S:1:pos:R:3:lowdin_charge:R:1 method="wB97M-V/def2-TZVPD" energy_ha=-3265.396369 orbital_gap_ev=6.66 charge=+1 homo_ev=-10.489 lumo_energy_ev=-3.8 multiplicity=1
C 3.10 -3.43 0.66 -0.238
P 3.84 -1.73 0.45 1.011
C 3.75 -1.01 2.13 -0.276
N 2.58 -0.89 -0.58 -0.182
N 1.96 0.09 0.05 0.105
C 1.08 0.74 -0.65 -0.030
C 0.78 0.39 -1.98 -0.112
C -0.28 1.22 -2.69 -0.100
C -1.71 0.66 -2.52 -0.189
N -2.27 0.55 -1.39 0.142
C 1.43 -0.65 -2.61 -0.075
C 1.14 -1.01 -4.05 -0.093
C 0.46 -2.37 -4.28 -0.110
C -0.76 -2.63 -3.41 -0.229
C -1.99 -2.76 -4.02 -0.047
C -3.12 -3.02 -3.29 -0.069
C -3.07 -3.18 -1.92 -0.086
C -1.86 -3.03 -1.28 -0.074
C -0.74 -2.77 -2.03 -0.067
C 2.41 -1.33 -1.82 -0.171
C 3.20 -2.46 -2.45 -0.113
C 4.06 -2.01 -3.69 -0.111
C 5.38 -2.85 -3.75 -0.053
C 6.64 -2.04 -3.43 -0.427
F 7.68 -2.69 -4.03 0.110
F 6.61 -0.81 -4.00 0.128
C 7.01 -1.93 -1.91 -0.539
F 6.69 -0.74 -1.41 0.151
F 6.43 -2.91 -1.20 0.126
F 8.33 -2.07 -1.78 0.172
H 2.96 -3.67 1.72 0.049
H 3.75 -4.17 0.18 0.038
H 2.13 -3.51 0.14 0.040
H 2.75 -1.24 2.53 0.045
H 3.80 0.09 2.11 0.024
H 4.49 -1.43 2.81 0.059
H 0.56 1.57 -0.18 0.135
H 0.01 1.39 -3.73 0.111
H -0.25 2.21 -2.21 0.127
H -2.23 0.39 -3.44 0.117
H -1.60 0.87 -0.68 0.048
H 0.44 -0.26 -4.43 0.108
H 2.02 -0.94 -4.69 0.108
H 1.12 -3.24 -4.22 0.113
H 0.10 -2.36 -5.32 0.113
H -2.10 -2.67 -5.10 0.121
H -4.08 -3.14 -3.78 0.116
H -3.95 -3.41 -1.32 0.102
H -1.73 -3.12 -0.21 0.115
H 0.22 -2.67 -1.52 0.094
H 3.88 -2.99 -1.78 0.058
H 2.46 -3.20 -2.78 0.121
H 4.28 -0.94 -3.57 0.128
H 3.54 -2.21 -4.63 0.090
H 5.50 -3.18 -4.79 0.132
H 5.31 -3.76 -3.17 0.130
C -7.13 -0.93 1.22 -0.067
C -5.88 -0.33 0.58 -0.424
C -6.19 0.82 -0.40 -0.203
O -6.69 0.40 -1.66 -0.192
C -8.08 0.10 -1.68 -0.104
N -5.11 -1.39 -0.06 0.042
H -7.66 -1.60 0.55 0.065
H -6.85 -1.53 2.10 0.076
H -7.82 -0.16 1.55 0.071
H -5.28 0.10 1.39 0.134
H -5.25 1.33 -0.62 0.112
H -6.86 1.56 0.06 0.107
H -8.64 0.75 -1.01 0.092
H -8.25 -0.94 -1.42 0.074
H -8.44 0.26 -2.70 0.087
H -4.23 -1.00 -0.40 0.036
H -5.60 -1.65 -0.92 0.066
C -8.47 4.89 4.45 -0.070
C -8.45 3.39 4.15 -0.430
C -7.17 2.93 3.44 -0.208
O -7.10 3.26 2.06 -0.213
C -6.70 4.58 1.78 -0.101
N -9.65 3.05 3.39 0.043
H -8.70 5.49 3.57 0.065
H -9.24 5.11 5.19 0.078
H -7.51 5.22 4.86 0.078
H -8.49 2.87 5.11 0.136
H -7.14 1.84 3.48 0.115
H -6.27 3.28 3.96 0.120
H -5.96 4.94 2.50 0.091
H -7.56 5.26 1.75 0.078
H -6.24 4.59 0.79 0.086
H -9.69 2.04 3.28 0.069
H -9.53 3.39 2.44 0.069
C 4.21 5.30 4.32 -0.065
C 3.18 4.21 4.07 -0.424
C 3.63 2.80 4.50 -0.203
O 4.57 2.19 3.62 -0.214
C 5.91 2.61 3.79 -0.098
N 2.79 4.24 2.65 0.038
H 5.02 5.29 3.59 0.065
H 3.75 6.28 4.27 0.079
H 4.66 5.19 5.32 0.078
H 2.29 4.45 4.66 0.138
H 2.76 2.15 4.50 0.118
H 4.01 2.81 5.53 0.107
H 6.14 2.82 4.84 0.095
H 6.12 3.48 3.18 0.077
H 6.56 1.80 3.45 0.086
H 2.03 3.58 2.51 0.061
H 3.56 3.84 2.12 0.064
C 3.77 -3.49 -9.85 -0.066
C 3.18 -2.22 -9.24 -0.430
C 2.59 -2.42 -7.84 -0.221
O 1.33 -3.07 -7.81 -0.205
C 1.38 -4.48 -7.92 -0.096
N 2.20 -1.66 -10.17 0.046
H 3.00 -4.16 -10.23 0.067
H 4.42 -3.24 -10.69 0.081
H 4.37 -4.04 -9.12 0.078
H 4.00 -1.50 -9.14 0.137
H 2.42 -1.43 -7.40 0.114
H 3.30 -2.94 -7.18 0.108
H 2.27 -4.90 -7.43 0.091
H 1.36 -4.79 -8.97 0.080
H 0.49 -4.89 -7.44 0.088
H 1.89 -0.76 -9.82 0.073
H 1.37 -2.24 -10.13 0.072
C 1.28 0.56 9.99 -0.069
C 1.26 0.17 8.51 -0.431
C 2.51 0.61 7.74 -0.207
O 2.57 1.99 7.42 -0.220
C 3.01 2.82 8.48 -0.095
N 0.03 0.70 7.90 0.040
H 1.06 1.62 10.14 0.066
H 0.52 0.00 10.53 0.078
H 2.25 0.35 10.44 0.080
H 1.22 -0.92 8.47 0.135
H 2.51 0.09 6.78 0.117
H 3.43 0.30 8.26 0.122
H 3.77 2.34 9.10 0.095
H 2.17 3.15 9.09 0.078
H 3.45 3.72 8.03 0.083
H -0.03 0.35 6.94 0.067
H 0.16 1.70 7.78 0.068

***

[5]
10
Properties=species:S:1:pos:R:3:lowdin_charge:R:1 method="wB97M-V/def2-TZVPD" energy_ha=-3143.508607 orbital_gap_ev=8.30 homo_ev=-8.155 lumo_energy_ev=0.1 relative_energy_kcal_mol=89.97 multiplicity=1
C 0.59 1.22 -0.25 0.120
C -1.68 0.40 -0.61 -0.148
C 1.11 -1.36 0.57 -1.200
N -0.60 1.02 -0.44 -0.165
S -0.41 -1.84 0.71 0.626
Br 2.33 -0.81 2.00 0.514
H 1.34 1.86 -0.03 0.039
H -2.44 0.85 0.12 0.107
H -1.91 0.13 -1.69 0.104
H 1.67 -1.46 -0.39 0.003

***

[6]
6
Properties=species:S:1:pos:R:3:lowdin_charge:R:1 method="wB97M-V/def2-TZVPD" energy_ha=-152.866764 orbital_gap_ev=12.21 homo_ev=-11.386 lumo_energy_ev=0.8 relative_energy_kcal_mol=5.13 multiplicity=1
O -5.14 -5.86 3.50 -0.091
H -4.63 -5.03 3.33 0.044
H -5.61 -5.68 4.35 0.045
O -1.37 -4.19 1.93 -0.091
H -0.85 -4.91 2.35 0.048
H -0.88 -3.36 2.13 0.046

***

[7]
15
Properties=species:S:1:pos:R:3:lowdin_charge:R:1 method="wB97M-V/def2-TZVPD" energy_ha=-345.590590 orbital_gap_ev=9.03 homo_ev=-8.475 lumo_energy_ev=0.6 relative_energy_kcal_mol=134.52 multiplicity=1
C 1.99 -0.41 0.92 0.020
C 0.83 0.07 0.13 -0.414
C -0.02 -0.56 -0.90 0.046
C -0.66 0.00 0.39 -0.461
O -1.35 -0.82 1.26 0.041
C -0.57 1.49 0.46 0.064
O 0.68 1.50 -0.05 -0.010
H 2.92 -0.25 0.37 0.092
H 1.88 -1.48 1.12 0.097
H 2.04 0.13 1.86 0.098
H -0.17 -0.08 -1.86 0.120
H -0.01 -1.65 -0.89 0.128
H -2.22 -1.00 0.88 0.110
H -3.02 1.44 -0.77 0.059
H -2.55 1.81 -0.31 0.010

***

[8]
49
Properties=species:S:1:pos:R:3:lowdin_charge:R:1 method="wB97M-V/def2-TZVPD" energy_ha=-1128.654107 orbital_gap_ev=8.59 homo_ev=-8.149 lumo_energy_ev=0.4 relative_energy_kcal_mol=114.68 multiplicity=1
N 3.95 4.22 3.17 0.052
O -3.13 2.23 0.78 -0.029
O -2.67 -0.03 2.36 -0.029
C 3.52 3.75 4.36 -0.159
C 2.19 3.50 4.26 -0.059
C 1.72 3.73 2.97 -0.238
C 2.66 -1.29 -0.68 -0.073
C 2.58 -1.64 -2.03 -0.102
C -1.01 3.21 0.56 -0.005
C -2.00 2.94 2.71 0.021
C 0.20 3.65 1.11 0.010
C -0.74 3.27 3.25 0.011
C 1.51 -1.47 0.09 -0.069
C 1.42 -2.20 -2.57 -0.036
C -2.04 2.80 1.30 -0.337
C 0.42 3.57 2.49 -0.166
C 0.34 -1.82 -0.46 -0.176
C 0.23 -2.23 -1.78 -0.130
N 2.82 4.16 2.32 0.067
N -2.13 -1.87 -0.30 -0.169
C -0.86 -1.87 0.51 -0.081
C -2.92 0.99 0.18 -0.153
C -1.16 -2.60 -2.34 -0.136
C -2.28 -2.83 -1.43 -0.203
C -3.28 -1.62 0.63 -0.117
C -3.38 -0.12 1.09 -0.296
H -2.81 0.80 2.76 0.015
H 4.16 3.63 5.20 0.095
H 1.54 3.03 4.99 0.102
H 3.50 -0.85 -0.20 0.093
H 3.43 -1.56 -2.70 0.099
H -1.07 3.27 -0.52 0.133
H -2.92 2.74 3.31 0.140
H 0.99 3.87 0.46 0.092
H -0.68 3.30 4.32 0.104
H 1.61 -1.14 1.13 0.124
H 1.46 -2.38 -3.64 0.108
H 2.85 4.22 1.39 0.088
H -0.90 -0.99 1.14 0.096
H -0.90 -2.80 1.11 0.135
H -1.84 0.83 0.13 0.121
H -3.38 0.92 -0.85 0.160
H -1.22 -3.40 -3.22 0.163
H -1.34 -1.72 -2.87 0.091
H -2.44 -3.79 -0.95 0.109
H -3.26 -2.72 -1.94 0.123
H -3.23 -2.31 1.55 0.140
H -4.21 -1.91 0.07 0.125
H -4.47 0.01 1.27 0.144